Record 1
{"formula": "C6H9NS", "method": "ωB97M-V/def2-TZVPD", "smiles": "C#C[C@@]1(CS)N[C@@H]1C", "mol_weight_g_mol": 127.212, "gap_ev": 9.760, "e_homo_ev": -8.911, "species": ["S", "N", "C", "C", "C", "C", "C", "C", "H", "H", "H", "H", "H", "H", "H", "H", "H"], "xyz": [[0.30281, 1.26018, -1.56532], [-0.09395, -0.56644, 1.99110], [0.31138, 1.30989, 0.22245], [0.61716, -1.14487, 0.68055], [-1.60294, -0.40830, -0.06510], [2.09041, -1.03810, 0.49209], [-0.40430, -0.08811, 0.64399], [-2.61612, -0.88693, -0.60551], [2.53797, -1.23327, -0.53095], [1.48808, 1.11972, 0.59548], [2.57033, -1.93487, 1.06429], [2.58448, -0.14043, 0.86975], [-3.40517, -1.32910, -1.24293], [0.64967, -0.02463, 2.54188], [-0.29748, 2.10749, 0.76873], [0.29250, -2.04172, 0.46636], [-0.98119, 0.81756, -1.63606]], "forces_ev_per_a": [[-0.08, 0.76, -0.49], [1.52, -1.10, -0.65], [0.41, -2.06, 2.21], [0.78, 3.90, 2.66], [-4.41, -2.14, -0.88], [2.44, -1.97, 0.26], [3.35, 2.81, -0.36], [2.46, 1.06, 0.68], [-1.21, 0.47, 0.74], [-3.67, 1.45, -0.97], [-0.82, 1.57, -0.58], [-0.12, -0.22, 0.09], [0.93, 0.67, 0.98], [-1.56, -0.38, -1.54], [1.36, -0.55, -1.03], [-1.87, -4.57, -0.89], [0.49, 0.28, -0.23]], "lowdin_charge": [0.72, 0.11, -0.49, -0.26, -0.13, -0.09, -0.58, 0.14, 0.10, 0.11, 0.11, 0.05, 0.05, 0.12, 0.10, 0.08, -0.14]}

=====

Record 2
{"formula": "Cl3O2PS", "method": "ωB97M-V/def2-TZVPD", "mol_weight_g_mol": 201.398, "gap_ev": 8.175, "e_homo_ev": -9.848, "species": ["Cl", "Cl", "Cl", "S", "P", "O", "O"], "xyz": [[0.40254, 0.45043, 1.48853], [-1.67896, -1.49156, -0.11416], [0.91228, -2.65435, 1.73483], [0.33146, 1.99871, -1.36952], [0.34906, -1.30326, 0.25305], [0.40852, 0.52828, -1.40724], [-0.72491, 2.47175, -0.58549]], "forces_ev_per_a": [[-0.14, -1.03, -0.12], [0.39, -0.15, 0.57], [-0.65, 0.08, -0.14], [1.12, -3.40, -0.80], [0.52, 0.41, 0.66], [0.39, 2.53, -1.19], [-1.63, 1.56, 1.01]], "lowdin_charge": [0.10, 0.12, 0.07, 0.88, -0.08, -0.66, -0.43]}